Entry 1:
DFT (ωB97M-V with the def2-TZVPD basis set) results for a structure of composition C3H5N in a non-equilibrium geometry.

Element x y z (Å)
C -1.081107 -0.913304 -0.041274
C 0.301239 -0.477627 0.292620
C -0.304084 0.864414 0.190964
N -1.576805 0.336185 -0.038091
H -1.687426 -1.794326 -0.126803
H 0.511428 -0.416514 1.344666
H 1.220638 -0.804217 -0.213832
H -0.108003 1.726248 0.718689
H -0.034172 1.499639 -1.621639

Atomic forces in eV per Å
C -1.34 3.14 0.57
C 1.84 -0.52 0.52
C 0.17 0.60 -6.18
N -0.76 -2.66 0.18
H 0.15 -0.43 -0.19
H 0.27 -1.33 0.96
H -0.52 0.24 -0.13
H 0.33 1.74 1.13
H -0.14 -0.79 3.15

The total charge is 0. Its electronic energy is -4676.6118 eV. The frontier orbital gap (spin up / spin down) is 8.53 / 8.68 eV. For the energy above the lowest of the compared OMol25 structures with the same formula, charge and spin, the calculation gives 506.1 kJ/mol.

***

Entry 2:
DFT (ωB97M-V with the def2-TZVPD basis set) results for a structure of composition C8H18O4P2 in a non-equilibrium geometry.

Element x y z (Å)
C -0.040242 -0.271939 -2.700839
C -1.586919 1.425712 -0.968798
C -2.855630 1.172660 1.154665
C 3.561375 1.662601 -0.058752
C -0.527432 -3.195106 1.218983
C -1.680434 1.829988 0.413854
C 2.450507 0.599001 -0.118274
C -0.878066 -1.722915 0.990291
O -2.453986 -1.188919 -1.678305
O -0.425119 2.215711 -1.927728
O 1.223618 0.920841 -0.704729
O -0.331255 -1.362619 -0.320722
P 0.862636 1.324748 -2.232643
P -1.257840 -0.380763 -1.336073
H -0.564231 -0.237971 -3.673482
H 0.794864 -1.006482 -2.584172
H -2.408129 1.781859 -1.587460
H -3.776924 1.482481 0.764362
H -2.809296 1.516006 2.156904
H -2.586450 0.112831 1.166222
H 4.220278 1.290256 0.778006
H 4.302072 1.608255 -0.819656
H 3.188251 2.626997 -0.040029
H -1.097986 -3.821173 0.375832
H 0.550092 -3.389494 1.112270
H -0.917971 -3.525398 2.097813
H -0.768000 1.607881 1.106163
H -1.791999 3.022900 0.479320
H 1.944316 0.155527 0.872550
H 2.953044 -0.392931 -0.500180
H -0.537116 -0.895096 1.771437
H -2.002978 -1.565376 0.929767

Atomic forces in eV per Å
C 0.89 0.96 1.28
C 2.27 0.24 -3.11
C 2.15 -0.24 -0.40
C 0.51 -3.16 1.43
C -0.33 0.32 -4.27
C 1.32 3.53 3.46
C 0.13 -3.49 1.69
C -0.71 1.64 -0.08
O -0.50 1.11 0.38
O -2.35 -0.84 2.31
O -0.22 0.36 -0.59
O -0.98 1.99 0.47
P 0.43 -0.11 -1.46
P 1.14 -3.41 -1.12
H 0.52 -0.09 0.47
H -1.16 0.02 -0.37
H -0.34 -0.54 0.24
H -1.47 -0.29 -0.78
H 0.01 0.28 1.06
H -1.15 0.13 -0.04
H -0.92 1.13 -0.07
H 0.01 -0.22 -1.46
H -0.58 1.99 0.76
H 1.35 1.42 1.66
H -0.41 0.12 0.20
H -0.80 -0.96 2.75
H -1.14 0.28 -1.80
H 0.23 -2.51 -0.27
H 2.12 1.46 -1.20
H -1.13 1.67 0.00
H -0.17 -2.04 -1.30
H 1.26 -0.74 0.15

The total charge is 0. Its electronic energy is -35354.6212 eV. The frontier orbital gap is 9.13 eV. For the energy above the lowest of the compared OMol25 structures with the same formula, charge and spin, the calculation gives 106.5 kJ/mol.

***

Entry 3:
DFT (ωB97M-V with the def2-TZVPD basis set) results for an isolated molecule of C5H7OP in a non-equilibrium geometry.

Element x y z (Å)
C 1.392168 1.285034 0.002805
C -0.245569 1.732941 0.020934
C 0.451455 -0.915847 -0.251179
C 1.568618 -0.133400 0.006869
C -2.359664 -0.582169 0.120557
O 2.816055 -0.665010 0.112740
P -0.881606 0.220540 -0.605002
H 2.042104 2.201546 0.263486
H -0.332380 2.792858 -0.247132
H 0.499096 -1.920466 -0.512410
H -3.182347 0.080624 0.145582
H -2.165938 -1.042384 1.072533
H -2.563848 -1.451729 -0.518357
H 2.961852 -1.602535 0.388580

Atomic forces in eV per Å
C -1.66 1.21 1.08
C 3.21 -1.80 -0.04
C 0.66 2.99 0.82
C 0.23 0.32 0.01
C 0.98 -0.86 -0.20
O 1.51 -0.22 0.33
P -1.59 0.53 -1.42
H -0.47 -2.31 -0.49
H -0.66 -0.74 -0.02
H -0.04 -1.57 -0.30
H -0.97 0.57 0.05
H 0.10 0.22 0.83
H -0.16 0.44 -0.23
H -1.15 1.24 -0.41

As for the spin multiplicity: 3. The total charge is 0. As for the expectation value of S²: 2.0461. Its electronic energy is -16629.3521 eV. The frontier orbital gap (spin up / spin down) is 6.86 / 6.31 eV. For the energy above the lowest of the compared OMol25 structures with the same formula, charge and spin, the calculation gives 212.5 kJ/mol.

***

Entry 4:
DFT (ωB97M-V with the def2-TZVPD basis set) results for an isolated molecule of C2H6N2S2 in a non-equilibrium geometry.

Element x y z (Å)
C 1.847976 -0.270026 -0.269370
N 0.463186 0.134463 -0.409534
S 0.337192 1.828727 -0.088628
C -0.557824 -0.717423 -0.072594
N -1.790106 -0.555999 0.167194
S -2.824408 0.750573 -0.294654
H 1.860191 -1.418914 -0.285280
H 2.309080 0.049210 0.752530
H 2.425802 0.189455 -1.025898
H 0.105672 1.682651 1.296858
H -0.204960 -1.712589 0.210008
H -3.971796 0.039876 0.019370

Atomic forces in eV per Å
C 0.00 -2.25 2.55
N 0.42 1.76 -0.24
S -0.91 -0.71 1.12
C -0.23 -0.24 1.36
N -0.92 0.18 -0.86
S 0.08 -0.88 0.58
H 0.37 1.66 -0.31
H -0.90 -0.49 -1.55
H 0.68 0.10 -0.88
H 0.29 0.31 -1.28
H 0.22 0.01 -0.24
H 0.91 0.53 -0.24

Its SMILES is CN(S)/C=N\S. The total charge is 0. Its electronic energy is -26820.0325 eV. The frontier orbital gap is 8.96 eV. For the energy above the lowest of the compared OMol25 structures with the same formula, charge and spin, the calculation gives 171.9 kJ/mol.

***

Entry 5:
DFT (ωB97M-V with the def2-TZVPD basis set) results for an isolated molecule of C4H6N2S2 in a non-equilibrium geometry.

Element x y z (Å)
C 2.458129 -0.194986 0.484873
C 1.540512 0.739772 -0.073778
N 0.212125 0.310337 -0.527742
C -0.718233 1.391368 -0.648698
N -2.016257 1.340493 -0.285576
S -2.983383 0.009244 0.172187
C -1.657008 -1.324954 0.194425
S -0.303076 -1.368303 -0.788204
H 3.492420 -0.027010 0.863617
H 2.274245 -1.185231 0.542486
H 1.667057 1.881119 -0.060035
H -0.525935 2.420859 -0.823038
H -2.158597 -2.298743 -0.299529
H -1.281994 -1.693967 1.249014

Atomic forces in eV per Å
C -0.74 5.47 -1.48
C 1.31 -2.61 1.73
N 1.09 2.18 -0.11
C -4.46 -3.04 2.47
N 2.16 -0.05 -1.23
S 3.13 -0.13 -0.71
C -3.02 -3.91 2.79
S 2.33 2.85 -1.92
H -1.09 0.87 -0.50
H -1.27 -3.08 -0.16
H -0.06 -2.05 -0.19
H 1.47 0.50 -0.48
H 0.55 1.78 1.40
H -1.40 1.22 -1.60

Its SMILES is C=CN1C=NSCS1. The total charge is 0. Its electronic energy is -28892.0018 eV. The frontier orbital gap is 8.56 eV. For the energy above the lowest of the compared OMol25 structures with the same formula, charge and spin, the calculation gives 406.1 kJ/mol.

***

Entry 6:
DFT (ωB97M-V with the def2-TZVPD basis set) results for a cluster of 3 separate species, C5H17NO3 in total in a non-equilibrium geometry.

Element x y z (Å)
C -0.198459 0.034138 2.066558
C 0.446147 -0.913756 1.067380
C 0.298056 -0.318732 -0.419171
C -1.134515 -0.336239 -0.928053
C -1.423646 -1.638340 -1.647097
O -0.485562 -1.992510 -2.632030
N 1.809798 -1.041365 1.320884
H 0.199918 1.031619 1.901423
H -1.282779 0.045467 2.005936
H 0.042451 -0.177285 3.113193
H -0.115507 -1.850694 0.855675
H 0.978191 -0.874201 -1.062312
H 0.800330 0.652716 -0.433269
H -1.780762 -0.168868 -0.097131
H -1.315820 0.539622 -1.558174
H -2.458668 -1.740508 -1.992489
H -1.426831 -2.459424 -0.914485
H -0.407414 -1.261482 -3.258131
H 2.278540 -1.631270 0.628765
H 2.081617 -1.298954 2.272306
H -3.031454 2.555850 0.456087
H -1.983042 1.881303 1.306571
O -2.424919 2.726776 1.181853
H 2.330912 3.051304 -0.403424
H 3.304811 1.810423 -0.652222
O 3.007224 2.474240 -0.030436

Atomic forces in eV per Å
C 0.00 -0.29 0.73
C -0.33 2.53 -0.54
C 1.05 0.37 -0.32
C 0.79 0.26 -0.55
C -0.84 -1.04 0.67
O 0.14 0.43 0.04
N -0.90 -2.85 -0.16
H -0.06 0.18 -0.24
H 0.00 -0.09 -0.11
H -0.01 -0.33 -0.11
H 0.50 -0.42 0.38
H -0.30 -0.59 -0.21
H -0.53 0.28 0.52
H -0.84 -0.18 0.58
H 0.25 -0.11 -0.22
H 0.06 0.65 -0.36
H 0.47 0.00 0.05
H -0.09 -0.19 -0.14
H 0.41 0.47 -0.01
H 0.32 0.93 0.11
H -0.20 0.18 -0.06
H -0.02 0.13 0.11
O 0.18 -0.25 -0.09
H 0.29 -0.27 -0.37
H -0.14 0.29 -0.53
O -0.20 -0.09 0.87

As for the spin multiplicity: 2. The total charge is +1. As for the expectation value of S²: 0.7550. Its electronic energy is -13083.7505 eV. The frontier orbital gap (spin up / spin down) is 11.00 / 5.58 eV. For the energy above the lowest of the compared OMol25 structures with the same formula, charge and spin, the calculation gives 0.0 kJ/mol.